DFT (the ωB97M-V functional and the def2-TZVPD basis) results for a 2-piece molecular cluster, C7H7F3N overall.

The geometry in XYZ format:
```
18
Properties=species:S:1:pos:R:3:lowdin_charge:R:1
C -1.674 -0.610 -1.064 -0.004
C -0.399 -0.998 -1.441 -0.049
C -1.801 0.342 -0.051 -0.020
C 0.724 -0.656 -0.712 0.053
C -0.664 0.802 0.645 0.030
C 0.630 0.269 0.408 -0.237
C 1.764 0.709 1.038 0.262
N 1.779 -0.867 3.127 -0.147
F 2.131 -0.270 4.255 0.099
F 2.241 -2.064 3.343 0.110
F 0.408 -1.052 3.099 0.047
H -2.455 -1.026 -1.790 0.160
H -0.303 -1.621 -2.449 0.174
H -2.776 0.801 0.245 0.139
H 1.553 -1.056 -1.067 0.080
H -0.857 1.621 1.362 0.146
H 2.705 0.335 0.860 0.091
H 1.746 1.485 1.652 0.065
```

Summary:
E_HOMO, eV: -14.5
Charge: +1
Kohn-Sham gap, eV: 7.799